Below is the molecule C6H5NOS2, with properties calculated with wB97M-V/def2-TZVPD.

The geometry in XYZ format:
```
15
Properties=species:S:1:pos:R:3:nbo_charge:R:1
O 3.61 0.05 -0.96 -0.464
N 2.60 -0.11 -0.31 0.077
C 1.91 -1.16 -0.10 -0.038
C 0.73 -1.07 0.71 -0.500
C -0.21 -0.08 0.17 -0.201
S -1.91 -0.14 -0.26 0.473
C -1.98 1.53 -0.54 -0.407
C -0.76 2.13 -0.30 -0.276
C 0.17 1.22 0.05 -0.138
S 2.04 1.43 0.53 0.296
H 2.01 -2.04 -0.74 0.223
H 0.85 -0.66 1.69 0.253
H 0.23 -2.06 0.74 0.239
H -2.77 2.08 -0.82 0.231
H -0.51 3.13 -0.28 0.232
```

LUMO energy   0.01394 Ha
Spin multiplicity   1
SMILES   [O-][N+]1=CCc2sccc2S1
Total charge   0
Energy above the lowest of the compared OMol25 structures with the same formula, charge and spin   340.1 kJ/mol

---

Below is a structure of composition C36H32Br2N4PTeTi, with properties calculated with wB97M-V/def2-TZVPD.

The geometry in XYZ format:
```
77
Properties=species:S:1:pos:R:3:lowdin_charge:R:1
Ti -0.38 0.80 0.27 0.419
N 1.92 -1.47 0.53 -0.098
P 1.92 0.14 1.13 0.954
C 3.42 0.85 0.39 -0.377
C 3.83 2.11 0.83 -0.092
C 4.91 2.74 0.24 -0.068
C 5.60 2.11 -0.80 -0.074
C 5.20 0.86 -1.24 -0.074
C 4.11 0.23 -0.65 -0.104
C 2.39 -0.07 2.86 -0.358
C 3.65 -0.56 3.20 -0.084
C 3.99 -0.75 4.53 -0.066
C 3.08 -0.44 5.53 -0.064
C 1.83 0.07 5.20 -0.061
C 1.49 0.25 3.87 -0.118
C 1.07 -1.89 -0.46 -0.392
C 1.07 -3.22 -0.91 0.003
C 0.23 -3.57 -1.94 -0.034
C -0.60 -2.62 -2.52 -0.048
C -0.57 -1.35 -2.00 -0.127
N 0.24 -0.98 -0.99 -0.010
H 2.50 -2.17 0.97 0.122
H 3.30 2.60 1.64 0.112
H 5.22 3.71 0.58 0.110
H 6.44 2.60 -1.26 0.109
H 5.73 0.37 -2.04 0.108
H 3.80 -0.75 -0.99 0.100
H 4.37 -0.78 2.42 0.109
H 4.97 -1.14 4.78 0.110
H 3.35 -0.58 6.56 0.111
H 1.13 0.32 5.99 0.112
H 0.51 0.65 3.61 0.053
H 1.73 -3.94 -0.45 0.122
H 0.22 -4.60 -2.29 0.122
H -1.28 -2.86 -3.32 0.116
H -1.21 -0.58 -2.41 0.119
Br 1.10 5.04 -4.93 0.834
C 0.79 3.90 -3.47 -0.667
C 1.58 2.78 -3.27 -0.065
C 1.29 1.98 -2.18 -0.094
N 0.30 2.25 -1.32 0.023
C -0.44 3.35 -1.50 -0.190
C -0.23 4.20 -2.59 -0.041
C -1.50 3.59 -0.49 -0.195
C -2.45 4.59 -0.62 -0.040
C -3.40 4.74 0.37 -0.666
Br -4.69 6.08 0.22 0.836
C -3.39 3.89 1.47 -0.067
C -2.42 2.91 1.51 -0.113
N -1.49 2.75 0.55 0.009
H 2.39 2.53 -3.94 0.116
H 1.87 1.09 -1.99 0.101
H -0.83 5.08 -2.73 0.107
H -2.46 5.25 -1.48 0.107
H -4.11 3.98 2.26 0.118
H -2.39 2.19 2.32 0.085
C -4.77 -4.33 -2.43 -0.044
C -4.00 -3.52 -1.41 -0.273
C -4.06 -2.13 -1.39 -0.022
C -3.36 -1.39 -0.45 -0.336
C -3.44 0.11 -0.52 -0.091
C -2.59 -2.04 0.52 -0.511
Te -1.59 -0.94 2.06 0.927
C -2.50 -3.44 0.51 -0.321
C -1.69 -4.22 1.50 -0.096
C -3.21 -4.14 -0.46 -0.021
H -5.37 -3.68 -3.07 0.075
H -5.44 -5.03 -1.93 0.085
H -4.10 -4.91 -3.05 0.080
H -4.67 -1.62 -2.13 0.116
H -4.07 0.44 -1.34 0.091
H -2.43 0.52 -0.70 0.011
H -3.78 0.54 0.42 0.066
H -0.83 -3.66 1.86 0.013
H -1.35 -5.16 1.05 0.077
H -2.29 -4.48 2.38 0.090
H -3.15 -5.23 -0.46 0.125
```

LUMO energy (alpha / beta)   -0.12418 / -0.12863 Ha
Spin multiplicity   3
Expectation value of S²   2.009
Total charge   +1
Energy above the lowest of the compared OMol25 structures with the same formula, charge and spin   13.0 kJ/mol

---

Below is a cluster of 2 separate species, H5N2PS in total, with properties calculated with wB97M-V/def2-TZVPD.

The geometry in XYZ format:
```
9
Properties=species:S:1:pos:R:3:nbo_charge:R:1
H 1.50 0.83 -0.53 0.361
N 0.55 0.37 -0.59 -1.154
P -0.53 1.53 -0.42 1.179
N -1.91 0.54 -0.71 -1.144
H -2.52 0.63 0.07 0.383
H -1.86 -0.33 -1.11 0.395
S 1.57 -1.70 1.47 -0.319
H 0.69 -0.94 0.78 0.182
H 2.51 -0.93 1.04 0.117
```

LUMO energy   -0.01029 Ha
Spin multiplicity   1
SMILES   [H]/N=P/N.S
Total charge   0
Energy above the lowest of the compared OMol25 structures with the same formula, charge and spin   132.2 kJ/mol

---

Below is a cluster of 2 separate species, C3H10N2 in total, with properties calculated with wB97M-V/def2-TZVPD.

The geometry in XYZ format:
```
15
Properties=species:S:1:pos:R:3:nbo_charge:R:1
C -2.16 -0.08 -2.35 -0.031
N -2.73 -0.37 -3.39 -0.607
H -1.12 0.29 -2.55 0.154
H -2.47 -0.35 -1.32 0.147
H -3.76 -0.32 -3.29 0.336
C 2.02 -0.75 1.32 -0.441
N 1.46 0.54 1.89 -0.624
C 0.38 0.83 1.05 -0.400
H 2.38 -0.49 0.35 0.194
H 1.25 -1.55 1.30 0.179
H 3.05 -1.02 1.75 0.207
H 1.23 0.35 2.91 0.349
H -0.36 0.11 0.87 0.157
H -0.22 1.79 1.40 0.195
H 1.05 1.02 0.06 0.184
```

LUMO energy   0.03542 Ha
Spin multiplicity   1
SMILES   C=N.CNC
Total charge   0
Energy above the lowest of the compared OMol25 structures with the same formula, charge and spin   293.6 kJ/mol

---

Below is the molecule C2H8N2, with properties calculated with wB97M-V/def2-TZVPD.

The geometry in XYZ format:
```
12
Properties=species:S:1:pos:R:3:nbo_charge:R:1
N 0.53 1.64 0.81 -0.834
C -0.34 0.68 0.07 -0.231
C 0.16 -0.77 0.19 -0.241
N -0.55 -1.62 -0.83 -0.830
H 1.03 1.26 1.60 0.354
H 1.24 1.85 0.11 0.344
H -1.36 0.73 0.48 0.184
H -0.25 0.96 -0.98 0.183
H -0.04 -1.34 1.11 0.195
H 1.23 -0.71 -0.02 0.181
H -0.10 -1.29 -1.68 0.343
H -1.54 -1.40 -0.85 0.352
```

LUMO energy   0.04143 Ha
Spin multiplicity   1
SMILES   NCCN
Total charge   0
Energy above the lowest of the compared OMol25 structures with the same formula, charge and spin   45.3 kJ/mol

---

Below is a structure of composition C4H5Br3, with properties calculated with wB97M-V/def2-TZVPD.

The geometry in XYZ format:
```
12
Properties=species:S:1:pos:R:3:nbo_charge:R:1
C -0.63 0.09 0.48 -0.104
C 0.42 -0.02 -0.33 -0.322
C -2.04 -0.05 0.04 -0.670
C 1.89 0.03 -0.02 -0.286
Br 2.75 -1.59 -0.80 0.058
Br 2.76 1.50 -0.86 0.112
Br 2.25 0.09 1.90 0.092
H -0.46 0.43 1.40 0.194
H 0.08 -0.26 -1.35 0.223
H -2.55 -0.30 0.94 0.234
H -2.23 0.85 -0.61 0.244
H -2.23 -0.79 -0.80 0.225
```

LUMO energy   0.00195 Ha
Spin multiplicity   1
Total charge   0
Energy above the lowest of the compared OMol25 structures with the same formula, charge and spin   58.4 kJ/mol

---

Below is the ion C13H22N with charge +1, with properties calculated with wB97M-V/def2-TZVPD.

The geometry in XYZ format:
```
36
Properties=species:S:1:pos:R:3:nbo_charge:R:1
C 1.35 -1.91 1.50 -0.641
C 2.20 -2.16 0.09 -0.424
C 1.85 -1.08 -1.09 -0.416
C 2.81 0.25 -1.12 -0.419
C 2.74 1.18 0.22 -0.432
C 1.66 2.43 0.12 -0.403
C 0.17 2.01 0.70 -0.430
C -0.73 1.56 -0.59 -0.487
C -1.99 0.56 -0.24 0.336
C -2.94 0.13 -1.55 -0.245
C -4.25 -0.83 -1.31 -0.104
C -4.60 -1.36 0.23 -0.236
C -3.54 -0.89 1.41 0.058
N -2.33 0.02 1.14 -0.542
H 0.41 -2.62 1.60 0.215
H 0.94 -0.82 1.52 0.176
H 2.10 -2.00 2.41 0.234
H 1.82 -3.23 -0.31 0.219
H 3.35 -2.28 0.31 0.226
H 2.03 -1.65 -2.13 0.226
H 0.70 -0.87 -1.05 0.182
H 3.92 -0.08 -1.30 0.233
H 2.48 0.92 -2.03 0.207
H 2.59 0.58 1.23 0.217
H 3.81 1.70 0.32 0.232
H 1.48 2.74 -1.01 0.206
H 2.01 3.41 0.67 0.238
H -0.33 3.00 1.13 0.232
H 0.20 1.24 1.58 0.202
H -0.08 1.12 -1.49 0.276
H -1.22 2.55 -1.03 0.270
H -2.67 0.52 -2.65 0.287
H -4.93 -1.10 -2.22 0.273
H -5.55 -2.04 0.43 0.295
H -3.71 -1.23 2.54 0.277
H -1.72 0.26 1.96 0.460
```

LUMO energy   -0.18209 Ha
Spin multiplicity   1
SMILES   CCCCCCCCc1cccc[nH+]1
Total charge   +1
Energy above the lowest of the compared OMol25 structures with the same formula, charge and spin   938.8 kJ/mol

---

Below is the molecule C5H10N6O4, with properties calculated with wB97M-V/def2-TZVPD.

The geometry in XYZ format:
```
25
Properties=species:S:1:pos:R:3:nbo_charge:R:1
C -1.05 0.01 -1.08 0.147
C -1.31 -1.00 -0.06 0.233
C 0.94 0.16 0.98 0.435
C -1.63 -0.08 -2.48 -0.628
C 1.79 2.08 -0.34 -0.404
N -0.25 1.01 -0.95 -0.223
N 0.83 1.03 -0.07 -0.322
N -1.79 -0.49 1.09 -0.713
N 0.39 0.33 2.27 -0.828
N -1.25 -2.38 -0.29 0.459
N 2.23 -0.46 0.94 0.453
O -0.90 -2.77 -1.36 -0.384
O -1.45 -3.08 0.71 -0.471
O 2.86 -0.37 -0.09 -0.380
O 2.56 -1.06 1.97 -0.436
H -2.54 -0.60 -2.41 0.214
H -0.84 -0.59 -3.11 0.246
H -1.72 0.90 -2.97 0.237
H 2.87 1.76 -0.11 0.239
H 1.58 2.17 -1.35 0.230
H 1.38 2.92 0.21 0.187
H -1.90 0.53 0.99 0.418
H -1.62 -1.09 1.88 0.444
H 0.92 -0.15 3.05 0.441
H -0.09 1.22 2.58 0.407
```

LUMO energy (alpha / beta)   0.00483 / -0.07495 Ha
Spin multiplicity   3
Expectation value of S²   2.014
Total charge   0

---

| no. | energy (eV) |
| --- | --- |
| 1 | -31507.1794 |
| 2 | -223592.1053 |
| 3 | -23184.6739 |
| 4 | -6250.3849 |
| 5 | -5183.2680 |
| 6 | -214354.8641 |
| 7 | -15311.1828 |
| 8 | -22467.2109 |